Entry 1:
Below is a cluster of 2 separate species, CH5IN2S in total, with properties calculated with ωB97M-V/def2-TZVPD.

```
10
CH5IN2S, DFT ωB97M-V/def2-TZVPD
C -1.10 1.98 0.19
N -1.47 0.79 0.15
H -0.55 2.31 1.07
H -1.26 2.74 -0.58
H -1.98 0.53 -0.70
N 1.09 -2.33 -0.07
S 0.83 -0.77 0.45
I 2.72 0.43 -0.41
H 1.30 -3.01 0.65
H 0.41 -2.67 -0.74
```

relative energy (zero: lowest compared OMol25 entry of this formula, charge and spin): 0.0 kcal/mol
LUMO energy: -0.001 Eh
M: 204.0 g mol⁻¹
charge: 0
highest occupied orbital energy: -8.4 eV
SMILES: C=N.NSI

***

Entry 2:
Below is a structure of composition C32H34KN6O4PS3 in a non-equilibrium geometry, with properties calculated with ωB97M-V/def2-TZVPD.

```
81
C32H34KN6O4PS3, DFT ωB97M-V/def2-TZVPD
K -0.23 0.65 0.24
C -1.05 -0.47 5.32
C -0.42 -0.37 3.95
N -1.07 -0.69 2.82
N -2.43 -0.84 2.97
C -3.22 -1.35 2.02
N -4.58 -1.11 2.26
S -2.71 -2.25 0.72
C 0.89 0.17 3.84
C 1.61 0.67 4.96
C 2.78 1.37 4.76
C 3.27 1.55 3.45
C 2.54 0.96 2.43
N 1.42 0.27 2.58
H -1.90 -1.15 5.32
H -1.39 0.50 5.70
H -0.34 -0.86 6.04
H -2.89 -0.39 3.75
H -4.78 -0.16 2.54
H -5.12 -1.38 1.45
H 1.24 0.54 5.96
H 3.31 1.77 5.61
H 4.17 2.11 3.25
H 2.92 1.02 1.40
N 3.12 -1.56 -1.20
P 2.23 -1.61 0.29
C 3.37 -2.74 1.21
C 3.74 -3.99 0.71
C 4.62 -4.81 1.42
C 5.12 -4.39 2.64
C 4.74 -3.16 3.15
C 3.87 -2.34 2.44
C 0.98 -2.89 -0.16
C 0.54 -3.83 0.77
C -0.37 -4.81 0.40
C -0.87 -4.84 -0.90
C -0.48 -3.87 -1.81
C 0.44 -2.90 -1.44
C 3.00 -0.46 -2.01
C 3.79 -0.28 -3.15
C 3.58 0.83 -3.93
C 2.61 1.76 -3.57
C 1.89 1.52 -2.41
N 2.07 0.43 -1.65
H 3.72 -2.31 -1.51
H 3.33 -4.35 -0.23
H 4.89 -5.78 1.02
H 5.80 -5.03 3.20
H 5.12 -2.83 4.11
H 3.58 -1.38 2.85
H 0.90 -3.79 1.79
H -0.71 -5.53 1.13
H -1.58 -5.60 -1.18
H -0.90 -3.86 -2.81
H 0.73 -2.14 -2.16
H 4.55 -1.02 -3.41
H 4.17 0.98 -4.83
H 2.41 2.64 -4.16
H 1.14 2.22 -2.05
O -0.21 -0.62 -4.30
C -1.35 -0.82 -4.11
C 1.80 6.05 -1.05
C 0.41 5.95 -0.39
C -0.61 6.70 -1.25
C 0.48 6.61 0.99
C 0.03 4.53 -0.24
C -0.29 3.35 -0.10
H 2.12 7.09 -1.12
H 1.77 5.62 -2.06
H 2.53 5.49 -0.47
H -0.35 7.76 -1.33
H -1.61 6.61 -0.81
H -0.65 6.27 -2.25
H 0.80 7.66 0.91
H 1.18 6.07 1.64
H -0.50 6.58 1.47
O -4.89 0.47 -6.81
S -5.06 0.70 -5.37
O -4.94 2.11 -4.96
O -6.21 -0.01 -4.78
S -2.91 -0.82 -4.06
```

relative energy (zero: lowest compared OMol25 entry of this formula, charge and spin): 50.1 kcal/mol
LUMO energy (spin up / spin down): 0.135 / 0.135 Eh
M: 732.9 g mol⁻¹
charge: -2
highest occupied orbital energy (spin up / spin down): -1.8 / -0.6 eV

***

Entry 3:
Below is a cluster of 6 separate species, C46H48F5NO22Si in total in a non-equilibrium geometry, with properties calculated with ωB97M-V/def2-TZVPD.

```
123
C46H48F5NO22Si, DFT ωB97M-V/def2-TZVPD
C 1.90 6.57 3.23
C 1.95 5.94 4.46
C 0.82 5.28 5.19
Si 0.14 3.67 4.43
C -0.38 2.56 5.86
C -1.74 1.85 5.71
C -1.65 0.34 5.83
C -0.71 -0.27 4.80
O -0.58 0.47 3.58
C -1.32 0.05 2.50
C -2.79 0.02 2.65
O -0.77 -0.22 1.39
C 1.44 2.90 3.30
C 2.28 1.76 3.87
C 3.57 2.27 4.52
C 4.85 1.57 4.07
F 4.60 0.33 3.53
F 5.46 2.31 3.05
C 5.92 1.39 5.18
F 5.50 0.43 6.10
F 6.12 2.59 5.84
F 7.12 1.01 4.62
C -1.39 4.13 3.39
N -1.29 5.48 2.84
C -1.69 5.62 1.44
H 0.98 6.65 2.66
H 2.79 7.00 2.80
H 2.91 5.93 4.96
H -0.01 5.96 5.32
H 1.18 5.00 6.18
H -0.43 3.21 6.73
H 0.39 1.84 6.09
H -2.22 2.09 4.77
H -2.41 2.21 6.48
H -2.64 -0.10 5.73
H -1.30 0.08 6.82
H 0.30 -0.31 5.19
H -0.98 -1.29 4.56
H -3.12 -0.14 3.66
H -3.18 -0.71 1.96
H -3.15 1.00 2.34
H 2.11 3.68 2.95
H 0.92 2.55 2.41
H 2.50 1.05 3.08
H 1.73 1.19 4.61
H 3.72 3.32 4.32
H 3.51 2.17 5.60
H -1.51 3.44 2.56
H -2.29 4.00 3.99
H -1.82 6.13 3.39
H -1.87 6.67 1.23
H -2.59 5.07 1.20
H -0.91 5.31 0.79
O -1.05 -7.23 2.60
C -1.72 -6.39 2.04
C -2.98 -6.64 1.37
C -3.61 -5.61 0.79
O -4.77 -5.71 0.15
C -3.06 -4.21 0.78
O -3.72 -3.37 0.21
C -1.80 -3.96 1.46
C -1.17 -4.98 2.05
O -0.02 -4.87 2.70
H -3.37 -7.64 1.37
H -4.96 -4.81 -0.17
H -1.42 -2.95 1.45
H 0.20 -5.76 3.01
O -4.20 -6.81 -2.59
C -4.94 -7.39 -3.37
C -4.47 -8.09 -4.55
C -5.37 -8.69 -5.35
O -5.06 -9.35 -6.45
C -6.85 -8.65 -5.07
O -7.56 -9.22 -5.87
C -7.31 -7.96 -3.88
C -6.42 -7.37 -3.08
O -6.77 -6.72 -1.98
H -3.41 -8.11 -4.74
H -5.90 -9.67 -6.82
H -8.37 -7.95 -3.68
H -5.97 -6.37 -1.54
O 0.24 5.81 -1.15
C 0.69 4.98 -1.93
C -0.11 4.21 -2.84
C 0.46 3.32 -3.66
O -0.23 2.61 -4.52
C 1.97 3.09 -3.64
O 2.42 2.27 -4.40
C 2.78 3.88 -2.73
C 2.18 4.77 -1.92
O 2.82 5.54 -1.05
H -1.18 4.38 -2.84
H 0.30 1.97 -5.05
H 3.84 3.72 -2.73
H 2.13 6.06 -0.60
O 0.38 -2.09 -10.67
C 0.45 -1.59 -9.57
C 1.17 -2.14 -8.45
C 1.16 -1.49 -7.28
O 1.78 -1.89 -6.19
C 0.41 -0.19 -7.10
O 0.45 0.29 -5.98
C -0.30 0.38 -8.21
C -0.28 -0.28 -9.39
O -0.89 0.14 -10.48
H 1.71 -3.07 -8.59
H 1.61 -1.22 -5.51
H -0.82 1.31 -8.07
H -0.71 -0.53 -11.16
O 3.46 1.49 0.68
C 3.83 0.82 -0.27
C 2.94 0.15 -1.20
C 3.48 -0.55 -2.21
O 2.78 -1.20 -3.13
C 4.97 -0.66 -2.41
O 5.33 -1.34 -3.36
C 5.85 0.03 -1.50
C 5.32 0.72 -0.49
O 6.03 1.39 0.40
H 1.88 0.24 -1.05
H 3.43 -1.61 -3.73
H 6.92 -0.05 -1.67
H 5.40 1.74 1.06
```

LUMO energy: -0.061 Eh
M: 1090.0 g mol⁻¹
charge: 0
highest occupied orbital energy: -8.4 eV
SMILES: C=CC[Si@](CCCCOC(C)=O)(CCCC(F)(F)C(F)(F)F)CNC.O=C1C=C(O)C(=O)C=C1O.O=C1C=C(O)C(=O)C=C1O.O=C1C=C(O)C(=O)C=C1O.O=C1C=C(O)C(=O)C=C1O.O=C1C=C(O)C(=O)C=C1O

***

Entry 4:
Below is a structure of composition C2H3N3O4 in a non-equilibrium geometry, with properties calculated with ωB97M-V/def2-TZVPD.

```
12
C2H3N3O4, DFT ωB97M-V/def2-TZVPD
C 0.43 0.06 -0.12
C -3.16 -0.14 0.00
N -0.27 -0.94 -0.33
N 2.29 -0.41 -0.11
N 0.38 1.30 0.28
O -3.42 -1.14 0.42
O -2.97 0.87 -0.49
O 2.42 -1.52 -0.50
O 3.05 0.23 0.53
H 0.34 -1.78 -0.54
H -0.32 1.92 0.05
H 1.23 1.55 0.80
```

relative energy (zero: lowest compared OMol25 entry of this formula, charge and spin): 10.2 kcal/mol
LUMO energy: 0.013 Eh
M: 133.1 g mol⁻¹
charge: 0
highest occupied orbital energy: -9.8 eV

***

Entry 5:
Below is a cluster of 5 separate species, C20H41BrNO9 in total in a non-equilibrium geometry, with properties calculated with ωB97M-V/def2-TZVPD.

```
72
C20H41BrNO9, DFT ωB97M-V/def2-TZVPD
C 1.81 -0.07 -0.34
C 1.18 -1.37 -0.88
C 2.08 -2.57 -0.50
O 1.40 -3.59 0.19
C 1.26 -3.35 1.63
N 2.27 -3.89 2.46
Br 3.56 -2.53 2.87
H 2.61 0.26 -1.00
H 1.04 0.70 -0.25
H 2.20 -0.27 0.65
H 1.06 -1.26 -1.96
H 0.21 -1.51 -0.40
H 2.95 -2.19 0.03
H 2.44 -3.03 -1.42
H 0.35 -3.90 1.89
H 1.07 -2.29 1.84
O 4.91 -0.64 0.73
C 5.68 0.06 0.15
O 5.89 -0.15 -1.18
C 6.64 0.74 -2.00
C 8.13 0.46 -1.92
C 6.48 1.13 0.86
H 6.40 1.78 -1.76
H 6.29 0.57 -3.01
H 8.51 0.61 -0.92
H 8.68 1.11 -2.60
H 8.33 -0.58 -2.20
H 7.35 0.66 1.32
H 5.86 1.55 1.64
H 6.81 1.95 0.23
O -1.60 0.30 0.03
C -2.31 0.15 0.99
O -1.73 -0.17 2.16
C -2.44 -0.23 3.40
C -3.11 -1.57 3.60
C -3.82 0.21 0.88
H -3.14 0.60 3.49
H -1.68 -0.08 4.17
H -3.86 -1.76 2.84
H -3.59 -1.62 4.58
H -2.37 -2.37 3.53
H -4.18 -0.74 0.54
H -4.08 0.98 0.15
H -4.31 0.48 1.82
O 3.44 4.43 -1.66
C 2.44 4.73 -1.07
O 2.53 5.53 0.01
C 1.40 6.08 0.68
C 0.82 5.11 1.69
C 1.09 4.17 -1.47
H 0.65 6.42 -0.04
H 1.77 6.97 1.19
H 0.46 4.20 1.22
H -0.01 5.57 2.23
H 1.59 4.82 2.41
H 0.97 3.18 -1.02
H 1.06 4.08 -2.55
H 0.25 4.80 -1.18
O -5.55 -0.92 -1.07
C -6.28 -1.73 -1.56
O -7.16 -2.38 -0.77
C -8.19 -3.24 -1.28
C -7.68 -4.65 -1.51
C -6.18 -2.10 -3.02
H -8.65 -2.81 -2.17
H -8.96 -3.25 -0.50
H -6.89 -4.67 -2.26
H -8.49 -5.30 -1.83
H -7.25 -5.05 -0.59
H -5.38 -2.84 -3.14
H -5.92 -1.21 -3.58
H -7.10 -2.50 -3.45
```

LUMO energy: 0.072 Eh
M: 519.5 g mol⁻¹
charge: -1
highest occupied orbital energy: -1.8 eV

***

Entry 6:
Below is a structure of composition C21H31Cl5P2Sn in a non-equilibrium geometry, with properties calculated with ωB97M-V/def2-TZVPD.

```
60
C21H31Cl5P2Sn, DFT ωB97M-V/def2-TZVPD
P -1.57 3.11 -1.61
P -0.27 0.86 -3.40
C -1.17 3.54 -3.36
C -1.10 2.29 -4.26
H -0.20 4.05 -3.36
H -1.91 4.27 -3.72
H -2.12 1.97 -4.53
H -0.59 2.51 -5.21
C 1.46 1.25 -3.96
H 2.11 0.39 -3.75
H 1.82 2.12 -3.41
H 1.51 1.47 -5.04
C -0.76 -0.42 -4.66
H -0.49 -0.14 -5.69
H -1.85 -0.56 -4.60
H -0.27 -1.37 -4.41
C -1.17 4.75 -0.86
H -1.45 4.73 0.21
H -1.71 5.57 -1.36
H -0.09 4.92 -0.95
C -3.41 3.18 -1.73
H -3.77 2.31 -2.30
H -3.75 4.09 -2.24
H -3.85 3.15 -0.73
Sn -0.49 -2.53 3.44
C -0.02 -1.60 -0.18
C 1.14 -0.94 -0.09
C 1.37 0.51 -0.28
C 1.30 1.32 1.05
C 0.03 1.21 1.82
C -1.18 0.79 1.44
C -1.64 0.43 0.08
C -1.41 -1.06 -0.34
C -0.56 -1.43 5.36
H 0.01 -2.69 -0.11
H 2.05 -1.48 0.19
H 0.67 0.89 -1.04
H 2.38 0.65 -0.70
H 2.13 0.98 1.69
H 1.48 2.39 0.83
H 0.15 1.50 2.87
H -1.95 0.61 2.20
H -1.14 1.11 -0.64
H -2.73 0.63 0.00
H -2.12 -1.68 0.22
H -1.69 -1.16 -1.41
H -1.08 -2.00 6.16
H -1.13 -0.51 5.12
H 0.47 -1.16 5.63
Cl 3.16 -1.56 3.72
C 2.74 -3.24 3.77
C 1.41 -3.63 3.49
C 1.13 -4.98 3.36
Cl -0.48 -5.42 2.83
C 2.06 -5.98 3.68
Cl 1.64 -7.63 3.63
C 3.37 -5.59 4.08
Cl 4.48 -6.77 4.61
C 3.73 -4.22 4.06
Cl 5.35 -3.78 4.35
```

relative energy (zero: lowest compared OMol25 entry of this formula, charge and spin): 0.0 kcal/mol
LUMO energy (spin up / spin down): -0.315 / -0.325 Eh
M: 641.4 g mol⁻¹
charge: +2
highest occupied orbital energy (spin up / spin down): -13.9 / -13.9 eV

***

Entry 7:
Below is a structure of composition C20H40CeNOP3S in a non-equilibrium geometry, with properties calculated with ωB97M-V/def2-TZVPD.

```
67
C20H40CeNOP3S, DFT ωB97M-V/def2-TZVPD
Ce -1.52 0.07 -0.32
P -3.08 0.32 1.93
P -0.32 -1.95 1.24
P -1.24 2.49 -2.03
H 0.52 -3.71 -3.24
C 0.71 -2.77 -3.78
C 1.75 -1.98 -3.50
H 2.47 -2.23 -2.71
C -4.49 -0.82 1.66
C -2.62 -0.03 3.67
C -3.92 1.93 2.16
C 1.06 -2.68 0.28
C 0.51 -1.72 2.85
C -1.31 -3.44 1.61
C 0.05 2.30 -3.33
C -0.74 4.12 -1.33
C -2.67 3.00 -3.06
H 0.00 -2.52 -4.59
H 1.95 -1.06 -4.06
H -5.18 -0.66 2.50
H -4.15 -1.87 1.66
H -5.01 -0.61 0.71
H -3.47 0.23 4.32
H -1.75 0.58 3.97
H -2.37 -1.09 3.81
H -4.67 1.84 2.96
H -4.42 2.23 1.23
H -3.19 2.70 2.44
H 1.22 -3.72 0.61
H 1.98 -2.10 0.45
H 0.85 -2.68 -0.79
H 0.70 -2.70 3.30
H -0.12 -1.14 3.53
H 1.46 -1.18 2.73
H -0.71 -4.15 2.20
H -1.61 -3.93 0.67
H -2.22 -3.17 2.17
H -0.26 2.80 -4.26
H 0.20 1.23 -3.53
H 1.00 2.72 -2.99
H -0.60 4.87 -2.13
H 0.19 4.01 -0.76
H -1.52 4.48 -0.65
H -2.34 3.70 -3.85
H -3.42 3.49 -2.43
H -3.12 2.12 -3.53
C -3.89 -1.13 -2.45
C -5.14 -1.62 -2.01
C -6.18 -1.60 -2.94
C -5.98 -1.11 -4.23
C -4.72 -0.66 -4.64
C -3.66 -0.70 -3.75
O -2.85 -0.99 -1.84
H -3.05 -0.58 0.15
H -5.25 -1.97 -0.98
H -7.17 -1.98 -2.65
H -6.80 -1.09 -4.94
H -4.54 -0.27 -5.65
H -2.64 -0.37 -3.99
S 0.74 1.80 2.67
C 2.19 1.28 1.87
C 1.93 0.98 0.55
N 0.59 1.08 0.18
C -0.12 1.66 1.18
H 3.15 1.22 2.37
H 2.68 0.65 -0.16
H -1.01 2.28 1.00
```

relative energy (zero: lowest compared OMol25 entry of this formula, charge and spin): 47.5 kcal/mol
LUMO energy (spin up / spin down): -0.602 / -0.609 Eh
M: 575.7 g mol⁻¹
charge: +4
highest occupied orbital energy (spin up / spin down): -19.6 / -19.5 eV

***

Entry 8:
Below is a cluster of 2 separate species, C8H17BCl2N in total, with properties calculated with ωB97M-V/def2-TZVPD.

```
29
C8H17BCl2N, DFT ωB97M-V/def2-TZVPD
C 4.40 0.49 -0.10
C 3.23 1.20 -0.79
C 2.03 1.65 0.08
Cl 2.00 0.82 1.71
B 0.61 1.49 -0.75
C -0.73 1.88 0.12
C -2.04 1.45 -0.56
C -2.50 0.05 -0.18
Cl -2.03 -1.22 -1.38
H 4.08 -0.35 0.51
H 4.98 1.19 0.50
H 5.07 0.09 -0.87
H 2.86 0.58 -1.61
H 3.63 2.11 -1.25
H 2.16 2.71 0.32
H 0.53 0.39 -1.25
H 0.71 2.32 -1.66
H -0.76 2.97 0.27
H -0.72 1.46 1.13
H -2.85 2.12 -0.25
H -1.93 1.53 -1.64
H -3.58 -0.03 -0.13
H -2.08 -0.27 0.77
C -2.49 -3.89 0.90
C -3.56 -4.54 1.65
N -4.40 -5.06 2.24
H -2.09 -4.58 0.16
H -2.87 -3.01 0.39
H -1.70 -3.58 1.58
```

LUMO energy: 0.107 Eh
M: 208.9 g mol⁻¹
charge: -1
highest occupied orbital energy: -5.1 eV

***

Look up the charge of the second one. -2